# 1
33
Properties=species:S:1:pos:R:3 method="wB97M-V/def2-TZVPD" charge=0 spin_multiplicity=1 gap_ev=9.27 homo_energy_ev=-8.416 total_energy_ev=-37660.812 e_above_lowest_kcal_mol=0.0
Cl 3.038 2.847 2.880
C 2.628 1.566 1.694
C 2.525 2.234 0.317
C 2.194 1.317 -0.819
Si 0.639 0.282 -0.525
O 0.843 -0.522 0.890
C 0.285 -1.788 1.109
C -1.250 -1.803 1.174
N -1.868 -1.303 -0.104
C -2.577 -0.007 -0.097
C -1.690 1.153 0.305
O -0.668 1.347 -0.606
C -1.647 -1.958 -1.430
C -0.785 -1.025 -2.265
O 0.512 -0.796 -1.776
H 1.663 1.128 1.945
H 3.401 0.769 1.698
H 3.456 2.781 0.100
H 1.815 3.075 0.416
H 2.009 1.891 -1.731
H 3.030 0.625 -1.009
H 0.717 -2.189 2.050
H 0.614 -2.434 0.307
H -1.617 -2.806 1.389
H -1.622 -1.157 1.969
H -3.467 -0.034 0.543
H -2.943 0.176 -1.097
H -2.245 2.088 0.303
H -1.268 1.032 1.318
H -1.191 -2.912 -1.348
H -2.621 -2.082 -1.897
H -0.683 -1.496 -3.259
H -1.228 0.001 -2.444

# 2
38
Properties=species:S:1:pos:R:3 method="wB97M-V/def2-TZVPD" charge=0 spin_multiplicity=1 gap_ev=7.86 homo_energy_ev=-8.651 total_energy_ev=-31425.377 e_above_lowest_kcal_mol=9.9
Rb 1.769 -2.535 0.168
F 0.077 -1.443 -1.828
C -0.614 0.783 0.370
O -0.419 1.549 1.553
C -1.398 1.474 2.445
O -2.376 0.779 2.366
O -1.096 2.263 3.473
C -2.132 2.406 4.437
H -1.589 0.990 -0.071
H -0.585 -0.287 0.559
H 0.157 1.065 -0.334
H -2.248 1.469 4.989
H -3.080 2.577 3.927
H -1.890 3.207 5.122
C 3.987 2.110 -5.618
O 3.928 3.127 -4.631
C 3.115 2.941 -3.578
O 2.596 3.852 -3.004
O 3.000 1.649 -3.263
C 2.151 1.385 -2.121
H 4.400 1.176 -5.239
H 4.605 2.477 -6.432
H 2.990 1.915 -6.022
H 1.156 1.771 -2.304
H 2.635 1.799 -1.238
H 2.124 0.303 -2.032
C -1.048 -4.273 3.480
O -2.044 -4.076 2.500
C -1.805 -3.174 1.549
O -0.794 -2.519 1.455
O -2.849 -3.076 0.765
C -2.621 -2.297 -0.435
H -0.292 -4.960 3.092
H -1.482 -4.738 4.360
H -0.609 -3.322 3.780
H -3.535 -2.362 -1.015
H -1.807 -2.739 -1.005
H -2.376 -1.265 -0.221